1.
Computed, not measured: C4H9N3O in the gas phase, with ωB97M-V/def2-TZVPD.

Values from the calculation:
**Net charge**: 0
**Highest occupied orbital energy**: -0.2996 Ha
**Kohn-Sham gap**: 9.13 eV
**SMILES**: C[C@@H](O)N1N=CCN1
**ΔE to the lowest compared entry with this formula, charge and spin**: 394.70 kJ/mol

Cartesian coordinates (Å):
O -2.05505 0.89480 0.04120
N 0.26396 0.84547 1.31523
N -0.08138 -0.22091 0.40152
N 1.02832 -0.87559 0.01849
C -1.57146 -0.95653 -1.40815
C 2.01367 -0.41133 0.66497
C 1.73925 0.89889 1.40547
C -1.09226 0.25973 -0.71922
H 2.06656 0.86520 2.47185
H -0.06205 0.57013 2.30652
H -2.50126 0.29595 0.67270
H -2.59877 -1.07152 -1.23718
H -0.78564 1.17020 -1.28869
H -1.53546 -0.94501 -2.52499
H 3.10022 -0.83296 0.69899
H -0.93589 -1.73597 -1.05431
H 2.01287 1.68778 0.76517

Results of the natural (NBO) charge analysis, in e, for atoms 1 through 6: atom 1 (O): -0.70, atom 2 (N): -0.47, atom 3 (N): -0.17, atom 4 (N): -0.24, atom 5 (C): -0.67, atom 6 (C): 0.02

2.
Computed, not measured: 2 unconnected molecules or ions with the total composition C4H9N3O, with ωB97M-V/def2-TZVPD.

Values from the calculation:
**Net charge**: 0
**Highest occupied orbital energy**: -0.3277 Ha
**Kohn-Sham gap**: 8.86 eV
**ΔE to the lowest compared entry with this formula, charge and spin**: 306.45 kJ/mol

Cartesian coordinates (Å):
O 0.46808 -0.26508 0.85786
N -0.98867 1.71130 1.89675
N 0.30198 0.45422 -1.22938
N -0.97349 2.77195 -0.23848
C 0.07058 0.61215 0.02687
C 1.30415 -1.52300 -0.71030
C 0.23254 -2.54320 -0.67946
C -0.68495 1.82395 0.56826
H -1.47776 3.53015 0.22091
H -0.02705 1.19409 -1.84407
H -0.60522 -2.25616 -1.31301
H -0.55086 0.96395 2.41207
H 2.04283 -1.53001 0.07530
H 1.68359 -1.24225 -1.67667
H -1.33346 2.50824 2.40406
H -0.11927 -2.74261 0.32888
H 0.65698 -3.46771 -1.09959

Results of the natural (NBO) charge analysis, in e, for atoms 1 through 6: atom 1 (O): -0.68, atom 2 (N): -0.81, atom 3 (N): -0.75, atom 4 (N): -0.71, atom 5 (C): 0.54, atom 6 (C): 0.07

3.
Computed, not measured: 2 unconnected molecules or ions with the total composition C4H9N3O, with ωB97M-V/def2-TZVPD.

Values from the calculation:
**Net charge**: 0
**Highest occupied orbital energy**: -0.2589 Ha
**Kohn-Sham gap**: 7.64 eV
**ΔE to the lowest compared entry with this formula, charge and spin**: 437.72 kJ/mol

Cartesian coordinates (Å):
O 1.50785 0.78174 -1.16083
N -1.18598 0.25181 -1.68960
N 0.49914 0.78023 0.98875
N 1.82914 -1.03721 0.22379
C -0.35367 1.77595 0.80237
C -0.99101 -0.20272 -0.55819
C 1.05357 0.12038 -0.03188
C -1.61885 -1.09225 0.43748
H 2.79758 -0.78291 0.41210
H -2.70640 -1.06630 0.31642
H 1.93223 0.10627 -1.70928
H 1.47352 -1.49995 1.05183
H -0.38066 2.37143 -0.10980
H -1.34901 -0.79406 1.44632
H -1.28532 -2.12251 0.26606
H -0.42453 0.19510 -2.37748
H -0.79760 2.21500 1.69194

Results of the natural (NBO) charge analysis, in e, for atoms 1 through 6: atom 1 (O): -0.71, atom 2 (N): -0.66, atom 3 (N): -0.46, atom 4 (N): -0.87, atom 5 (C): -0.17, atom 6 (C): 0.40